Molecular formula: C32H37ClLaN5O6S6Sb
Method: DFT, wB97M-V/def2-TZVPD

XYZ file:
```
89
Properties=species:S:1:pos:R:3:mulliken_spin:R:1
La 0.74 1.36 0.69 -0.01
O -1.72 2.26 1.53 0.00
Cl -1.91 0.86 1.89 0.00
O -3.26 0.63 2.33 0.00
O -0.96 0.50 2.90 0.01
O -1.61 0.06 0.70 0.00
S 4.96 3.49 3.40 0.00
Sb 3.41 2.82 1.85 0.01
S 3.60 0.25 1.88 0.10
S 1.25 2.83 2.93 0.01
C 3.14 0.49 5.19 -0.01
C 2.65 -0.67 4.36 0.26
C 2.60 -1.95 4.84 -0.12
C 2.09 -3.02 4.08 0.31
C 2.09 -4.42 4.63 -0.03
C 1.58 -2.78 2.79 -0.05
C 1.57 -1.52 2.19 0.22
C 2.19 -0.37 2.97 0.09
N 1.15 -1.17 0.95 0.12
C 0.88 -2.17 -0.08 -0.07
C -0.40 -2.99 0.15 0.02
C -0.63 -3.97 -1.01 0.00
C -0.81 -3.19 -2.32 0.00
C 0.45 -2.36 -2.58 0.00
C 1.65 -3.29 -2.74 0.00
C 1.84 -4.08 -1.44 0.00
C 0.58 -4.90 -1.15 0.00
C 2.10 -3.10 -0.29 0.04
C 0.70 -1.41 -1.40 0.02
H 3.33 0.18 6.22 0.00
H 2.40 1.30 5.18 0.01
H 4.05 0.92 4.77 0.01
H 2.95 -2.14 5.86 0.00
H 2.27 -4.42 5.71 0.00
H 2.87 -5.04 4.17 0.03
H 1.13 -4.93 4.44 0.02
H 1.16 -3.62 2.26 -0.02
H 1.52 0.50 3.03 0.03
H -1.24 -2.30 0.23 -0.01
H -0.36 -3.55 1.09 0.00
H -1.52 -4.57 -0.82 0.00
H -1.68 -2.51 -2.24 0.00
H -1.00 -3.87 -3.15 0.00
H 0.31 -1.77 -3.50 0.00
H 2.55 -2.70 -2.95 0.00
H 1.50 -3.98 -3.59 0.00
H 2.70 -4.76 -1.55 0.00
H 0.72 -5.47 -0.22 0.00
H 0.41 -5.63 -1.96 0.00
H 2.97 -2.47 -0.50 0.00
H 2.33 -3.66 0.62 -0.02
H -0.15 -0.73 -1.32 0.00
H 1.60 -0.85 -1.59 0.00
S 2.66 1.50 -1.62 0.00
C 1.92 2.54 -2.73 0.00
N 1.01 2.07 -3.61 0.00
C 0.39 2.82 -4.54 0.00
C 0.68 4.14 -4.66 0.00
C 1.61 4.70 -3.76 0.00
C 2.22 3.92 -2.83 0.00
H 0.64 1.14 -3.41 0.00
H -0.35 2.31 -5.14 0.00
H 0.18 4.74 -5.41 0.00
H 1.82 5.77 -3.80 0.00
H 2.92 4.33 -2.12 0.00
N -7.02 0.83 0.77 0.00
C -5.86 1.05 0.01 0.00
C -5.56 2.32 -0.48 0.00
C -4.40 2.54 -1.21 0.00
C -3.53 1.48 -1.44 0.00
C -3.86 0.19 -1.02 0.00
C -5.02 -0.01 -0.31 0.00
S -2.02 1.75 -2.29 0.00
O -1.63 0.48 -2.88 0.00
O -2.28 2.84 -3.21 0.00
N -0.83 2.16 -1.29 0.00
C -0.62 3.46 -0.92 0.00
S -1.48 4.91 -1.46 0.00
C -0.49 5.87 -0.41 0.00
C 0.41 5.09 0.22 0.00
N 0.35 3.76 -0.08 0.00
H -7.34 1.66 1.24 0.00
H -6.91 0.08 1.43 0.00
H -6.24 3.15 -0.28 0.00
H -4.16 3.52 -1.59 0.00
H -3.20 -0.63 -1.25 0.00
H -5.26 -1.01 0.07 0.00
H -0.64 6.94 -0.33 0.00
H 1.15 5.42 0.93 0.00
```

Gap between HOMO and LUMO (alpha / beta)   3.47 / 5.11 eV
Energy relative to the best compared isomer or geometry (same formula, charge and spin)   99.5 kJ/mol
2S+1   2
Calculated total energy   -138451.987 eV
Total charge   -2

---

Molecular formula: C32H37ClN2Si2Yb
Method: DFT, wB97M-V/def2-TZVPD

XYZ file:
```
75
Properties=species:S:1:pos:R:3:mulliken_spin:R:1
C -2.44 -1.20 4.72 0.00
C -3.34 -0.93 3.65 0.00
C -3.28 -2.02 2.73 0.00
H -4.03 -0.09 3.60 0.00
C -2.35 -2.97 3.24 0.00
C -1.82 -2.46 4.46 0.00
H -1.17 -2.98 5.17 0.00
H -2.32 -0.63 5.64 0.00
H -3.93 -2.16 1.87 0.00
H -2.15 -3.96 2.83 0.00
Yb -0.93 -0.90 2.31 0.02
Si -0.93 -0.83 -1.96 0.10
C -0.51 0.76 -2.95 0.06
C 0.74 0.97 -3.55 0.00
H 1.56 0.26 -3.38 0.00
C 0.97 2.06 -4.39 0.00
H 1.96 2.21 -4.85 0.00
C -0.04 2.97 -4.68 0.00
H 0.13 3.81 -5.37 0.00
C -1.29 2.78 -4.08 0.00
H -2.08 3.50 -4.27 0.00
C -1.51 1.70 -3.22 0.01
H -2.48 1.58 -2.76 0.00
C -0.25 -2.06 -3.21 0.01
C -0.68 -1.97 -4.54 0.00
H -1.52 -1.33 -4.79 0.00
C -0.01 -2.63 -5.58 0.00
H -0.35 -2.51 -6.61 0.00
C 1.10 -3.42 -5.29 0.00
H 1.65 -3.91 -6.10 0.00
C 1.48 -3.60 -3.96 0.00
H 2.34 -4.22 -3.72 0.00
C 0.77 -2.97 -2.93 0.00
H 1.08 -3.18 -1.91 -0.01
H -2.41 -0.96 -1.91 0.00
Si 2.48 1.44 -0.50 0.00
C 1.52 -0.23 -0.37 0.22
C 0.04 -0.35 -0.36 0.06
H -0.51 0.58 -0.10 0.00
C -0.56 -1.64 -0.03 0.35
H -1.66 -1.75 0.18 0.05
C 0.27 -2.65 0.52 -0.15
H -0.21 -3.46 1.08 0.02
C 1.65 -2.56 0.35 0.27
H 2.29 -3.41 0.60 0.01
C 2.24 -1.38 -0.14 -0.05
H 3.32 -1.38 -0.31 0.00
C 1.18 2.78 -0.47 0.00
C 0.17 2.65 0.50 0.02
H 0.32 1.97 1.35 -0.02
C -1.04 3.33 0.36 0.01
H -1.88 3.08 1.02 0.00
C -1.17 4.32 -0.62 0.00
H -2.12 4.85 -0.72 0.00
C -0.09 4.60 -1.46 0.00
H -0.18 5.39 -2.22 0.00
C 1.08 3.82 -1.40 0.00
H 1.88 4.00 -2.11 0.00
H 3.47 1.58 -1.51 0.00
Cl 3.49 1.61 1.30 0.01
N 1.03 -1.55 3.41 0.00
C 1.88 -0.58 4.19 0.00
C 1.03 0.47 4.90 0.00
C 0.54 1.57 3.97 0.00
N -0.81 1.26 3.39 0.00
H 1.64 -2.03 2.75 0.00
H 0.74 -2.29 4.06 0.00
H 2.46 -1.13 4.94 0.00
H 2.58 -0.10 3.49 0.00
H 0.19 -0.01 5.42 0.00
H 1.66 0.94 5.67 0.00
H 0.49 2.52 4.54 0.00
H 1.25 1.75 3.14 0.00
H -1.49 1.23 4.16 0.00
H -1.13 2.06 2.84 0.00
```

Gap between HOMO and LUMO (alpha / beta)   6.21 / 6.58 eV
Energy relative to the best compared isomer or geometry (same formula, charge and spin)   0.0 kJ/mol
2S+1   2
Calculated total energy   -96566.748 eV
Total charge   +1

---

Molecular formula: C32H38BF4O12
Method: DFT, wB97M-V/def2-TZVPD

XYZ file:
```
87
Properties=species:S:1:pos:R:3:lowdin_charge:R:1
B 0.76 -1.48 -0.84 -1.44
F 0.59 -2.06 0.33 0.21
F 1.99 -1.03 -0.93 0.22
F 0.45 -2.17 -2.01 0.17
F -0.16 -0.41 -0.62 0.08
C -0.54 -3.89 3.43 -0.17
O -1.54 -4.72 2.88 -0.14
H 0.13 -4.54 3.75 0.01
H -0.95 -3.05 4.13 0.12
H 0.05 -3.38 2.59 0.09
H -2.34 -4.43 3.42 0.11
C 3.80 -2.44 -3.18 -0.18
O 4.09 -3.18 -4.33 -0.16
H 3.52 -1.35 -3.40 0.12
H 4.59 -2.37 -2.51 0.05
H 3.09 -3.00 -2.77 0.03
H 3.66 -4.15 -4.27 0.15
C -3.11 -0.74 0.90 0.02
C -4.07 0.33 1.08 0.04
C -5.19 0.48 0.15 -0.40
C -5.37 -0.53 -0.80 -0.02
C -4.44 -1.59 -0.95 -0.02
C -3.34 -1.69 -0.13 -0.27
O -2.37 -2.72 -0.35 0.06
O -6.04 1.46 0.09 0.01
H -2.46 -0.83 1.66 0.06
H -3.91 1.01 1.75 0.04
H -6.33 -0.49 -1.48 0.15
H -4.26 -2.32 -1.67 0.10
H -1.63 -2.39 0.04 0.00
H -5.99 2.15 0.93 0.21
C -2.43 3.59 -1.02 0.00
C -1.47 2.58 -1.27 0.00
C -0.06 2.92 -1.31 -0.35
C 0.38 4.25 -1.36 0.04
C -0.71 5.18 -1.03 -0.05
C -2.05 4.95 -0.84 -0.40
O -2.89 5.94 -0.72 0.04
O 0.85 2.05 -1.69 0.06
H -3.47 3.23 -0.85 0.11
H -1.67 1.53 -1.47 0.09
H 1.39 4.73 -1.34 0.12
H -0.47 6.15 -1.07 0.05
H -2.46 6.86 -0.64 0.16
H 0.58 1.20 -1.32 0.07
C 5.92 0.35 1.36 -0.01
C 4.88 -0.51 0.81 0.02
C 4.38 -1.59 1.67 -0.28
C 4.91 -1.78 3.02 0.04
C 5.94 -0.85 3.39 -0.08
C 6.41 0.07 2.65 -0.32
O 7.52 0.97 2.93 0.03
O 3.32 -2.30 1.19 -0.01
H 6.44 1.31 0.78 0.16
H 4.30 -0.34 -0.16 0.13
H 4.72 -2.42 3.89 0.11
H 6.44 -0.87 4.23 0.08
H 7.84 1.48 2.31 -0.03
H 2.70 -1.78 0.59 0.08
C -1.53 -0.08 -6.30 -0.04
C -2.45 0.83 -6.68 0.00
C -3.10 1.53 -5.61 -0.38
C -2.89 1.17 -4.31 -0.01
C -2.00 0.15 -3.95 0.03
C -1.30 -0.46 -5.00 -0.27
O -0.40 -1.46 -4.76 0.12
O -3.99 2.46 -5.86 0.08
H -1.03 -0.52 -7.00 0.07
H -2.74 0.97 -7.72 0.12
H -3.53 1.78 -3.56 0.15
H -1.83 -0.16 -3.00 0.07
H -0.21 -1.53 -3.94 -0.04
H -4.21 2.66 -6.72 0.07
C 0.93 -0.62 3.57 -0.03
C 1.50 -0.91 4.82 0.01
C 1.00 -0.08 5.90 -0.19
C -0.05 0.84 5.66 -0.06
C -0.43 1.07 4.45 -0.05
C -0.01 0.38 3.29 -0.36
O -0.45 0.62 2.13 0.07
O 1.58 -0.20 7.25 -0.01
H 1.44 -1.14 2.72 0.11
H 2.30 -1.62 4.83 0.10
H -0.54 1.39 6.42 0.11
H -1.13 1.74 4.37 0.07
H -0.15 -0.03 1.34 0.17
H 1.23 -0.18 8.07 0.02
```

Gap between HOMO and LUMO   7.66 eV
Energy relative to the best compared isomer or geometry (same formula, charge and spin)   138.8 kJ/mol
Calculated total energy   -69914.448 eV
Total charge   -1

---

Molecular formula: C32H38BN5O3S2V
Method: DFT, wB97M-V/def2-TZVPD

XYZ file:
```
82
Properties=species:S:1:pos:R:3:mulliken_spin:R:1
V -0.26 -2.06 0.72 2.80
N -0.20 -3.04 4.84 0.01
C 1.07 -2.49 4.92 -0.01
C 1.98 -2.36 5.97 0.00
C 3.18 -1.75 5.66 0.00
C 3.47 -1.29 4.37 0.00
C 2.57 -1.43 3.33 -0.02
C 1.35 -2.03 3.63 0.02
N 0.28 -2.31 2.80 0.00
C -0.62 -2.90 3.56 0.09
C -1.88 -3.32 2.98 -0.01
C -2.92 -4.02 3.50 0.00
S -4.13 -4.25 2.31 0.01
C -3.18 -3.38 1.19 0.04
N -2.04 -2.96 1.65 -0.03
H -0.72 -3.46 5.59 0.00
H 1.76 -2.71 6.96 0.00
H 3.92 -1.63 6.45 0.00
H 4.43 -0.83 4.18 0.00
H 2.78 -1.09 2.33 0.01
H -3.03 -4.42 4.49 0.00
H -3.49 -3.21 0.17 0.00
C -1.83 7.22 1.53 0.00
C -2.16 5.99 0.74 0.00
C -3.32 5.94 -0.03 0.00
C -3.65 4.81 -0.76 0.00
C -2.81 3.72 -0.75 0.00
C -1.64 3.75 0.01 0.00
N -0.81 2.60 0.00 0.00
C 0.45 2.56 -0.53 0.01
C 0.98 3.66 -1.22 0.00
C 2.24 3.62 -1.77 0.00
C 3.03 2.47 -1.67 0.00
C 2.52 1.38 -1.01 0.01
C 1.24 1.39 -0.44 -0.02
C 0.75 0.14 0.18 0.01
O -0.37 0.09 0.79 0.01
O 1.42 -0.93 0.06 -0.02
C -1.32 4.87 0.78 0.00
C -0.08 4.89 1.64 0.00
H -2.54 8.02 1.31 0.00
H -0.83 7.59 1.31 0.00
H -1.87 7.03 2.61 0.00
H -3.97 6.81 -0.05 0.00
H -4.56 4.79 -1.35 0.00
H -3.03 2.84 -1.33 0.00
H -1.11 1.75 0.47 0.00
H 0.38 4.56 -1.32 0.00
H 2.62 4.49 -2.30 0.00
H 4.02 2.44 -2.11 0.00
H 3.09 0.46 -0.93 0.00
H 0.71 5.49 1.18 0.00
H 0.31 3.89 1.79 0.00
H -0.30 5.33 2.62 0.00
C -1.17 1.59 -3.96 0.00
C -0.69 0.42 -3.11 0.00
C -1.21 -0.90 -3.64 0.00
S -0.84 -2.32 -2.58 0.00
O -1.14 -1.81 -1.19 0.03
C 0.96 -2.37 -2.74 0.02
C 1.43 -2.93 -4.08 0.00
C 1.01 -4.38 -4.30 0.00
H -0.80 2.54 -3.55 0.00
H -2.27 1.64 -3.97 0.00
H -0.83 1.51 -4.99 0.00
H -1.02 0.55 -2.08 0.00
H 0.40 0.42 -3.09 0.00
H -0.83 -1.15 -4.63 0.00
H -2.31 -0.89 -3.70 0.00
H 1.26 -3.02 -1.92 0.00
H 1.34 -1.37 -2.53 0.00
H 2.52 -2.86 -4.07 0.00
H 1.09 -2.30 -4.90 0.00
H 1.35 -5.02 -3.49 0.00
H 1.43 -4.76 -5.23 0.00
H -0.08 -4.48 -4.37 0.00
B 1.67 -6.25 -0.67 0.00
C 0.91 -4.98 -0.14 0.09
N 0.39 -4.02 0.23 -0.06
H 2.47 -5.84 -1.49 0.00
H 0.86 -7.00 -1.17 0.00
H 2.24 -6.76 0.27 0.00
```

Gap between HOMO and LUMO (alpha / beta)   6.68 / 7.42 eV
2S+1   4
Calculated total energy   -95432.902 eV
Total charge   0

---

Molecular formula: C32H38Ge2N4O6S2ScSe
Method: DFT, wB97M-V/def2-TZVPD

XYZ file:
```
86
Properties=species:S:1:pos:R:3:mulliken_spin:R:1
Sc -0.63 0.07 -1.04 0.02
O 1.43 4.98 1.75 0.00
C 2.45 4.36 1.16 0.00
O 3.58 4.78 1.22 0.00
C 2.13 3.13 0.40 0.00
C 3.06 2.42 -0.34 0.00
N 2.43 1.34 -0.83 0.00
N 1.16 1.30 -0.44 -0.02
C 0.95 2.38 0.30 0.02
C -0.45 2.53 0.81 -0.01
O -0.79 3.55 1.40 0.00
O -1.20 1.52 0.56 -0.01
H 0.56 4.54 1.58 0.00
H 4.10 2.62 -0.53 0.00
H 2.77 0.61 -1.44 0.00
S -3.01 -1.02 -0.78 0.00
C -3.99 0.33 -1.10 0.00
N -3.77 1.55 -0.66 0.00
C -4.58 2.61 -1.23 0.00
C -5.87 1.94 -1.70 0.00
S -5.41 0.22 -2.08 0.00
H -2.91 1.74 -0.14 0.00
H -4.04 3.06 -2.07 0.00
H -4.77 3.37 -0.48 0.00
H -6.27 2.41 -2.60 0.00
H -6.64 1.94 -0.93 0.00
C 0.72 -4.58 4.18 0.00
Ge 0.91 -3.94 2.35 0.01
C 2.82 -3.87 1.89 0.00
C -0.05 -5.12 1.10 0.01
Ge -0.03 -1.70 2.14 0.00
C -1.91 -1.58 2.63 0.00
C -2.60 -2.79 2.78 0.00
C -3.96 -2.80 3.07 0.00
C -4.64 -1.60 3.22 0.00
C -3.97 -0.40 3.07 0.00
C -2.61 -0.39 2.77 0.00
C 1.08 -0.23 2.78 0.00
C 0.60 0.74 3.65 0.00
C 1.41 1.78 4.09 0.00
C 2.73 1.84 3.67 0.00
C 3.23 0.87 2.81 0.00
C 2.41 -0.16 2.37 0.02
H 1.17 -5.57 4.28 0.00
H -0.33 -4.66 4.46 0.00
H 1.21 -3.91 4.89 0.00
H 3.21 -4.88 1.80 0.00
H 3.37 -3.35 2.67 0.00
H 2.96 -3.35 0.94 0.00
H 0.65 -5.78 0.60 0.00
H -0.58 -4.55 0.34 0.00
H -0.77 -5.73 1.65 0.00
H -2.09 -3.73 2.67 0.00
H -4.48 -3.74 3.18 0.00
H -5.70 -1.60 3.44 0.00
H -4.50 0.54 3.18 0.00
H -2.11 0.56 2.62 0.00
H -0.43 0.69 4.01 0.00
H 1.02 2.53 4.75 0.00
H 3.37 2.65 4.00 0.00
H 4.27 0.91 2.49 0.00
H 2.81 -0.91 1.69 -0.01
C 3.90 -0.37 -5.41 0.00
C 2.60 0.15 -4.84 0.00
C 2.54 1.41 -4.25 0.00
C 1.35 1.92 -3.74 0.00
C 1.32 3.31 -3.18 0.00
C 0.19 1.13 -3.81 0.00
Se -1.43 1.78 -2.96 0.00
C 0.23 -0.13 -4.42 0.00
C -1.00 -0.98 -4.55 0.01
C 1.44 -0.59 -4.93 0.00
H 4.75 0.13 -4.96 0.00
H 3.94 -0.21 -6.49 0.00
H 4.00 -1.44 -5.23 0.00
H 3.43 2.02 -4.20 0.00
H 2.30 3.78 -3.27 0.00
H 1.03 3.32 -2.12 0.00
H 0.59 3.93 -3.70 0.00
H -1.36 -1.35 -3.58 0.00
H -0.80 -1.85 -5.18 0.00
H -1.83 -0.42 -4.98 0.00
H 1.46 -1.57 -5.39 0.00
O 0.92 -1.23 -1.62 0.20
N 1.11 -1.78 -0.47 0.75
O -0.15 -1.44 0.30 0.00
```

Gap between HOMO and LUMO (alpha / beta)   7.99 / 7.92 eV
Energy relative to the best compared isomer or geometry (same formula, charge and spin)   0.0 kJ/mol
2S+1   2
Calculated total energy   -272800.271 eV
Total charge   0

---

Molecular formula: C32H38N2O4
Method: DFT, wB97M-V/def2-TZVPD

XYZ file:
```
76
Properties=species:S:1:pos:R:3:lowdin_charge:R:1
C 2.56 -3.80 -2.06 -0.06
C 1.24 -3.60 -1.38 -0.21
O 0.97 -2.19 -1.47 0.02
C -0.23 -1.95 -0.99 -0.42
O -0.94 -2.88 -0.61 0.08
C -0.65 -0.49 -0.84 -0.15
C 0.11 0.60 -1.68 -0.40
O -0.40 1.69 -1.88 0.12
O 1.31 0.29 -2.19 -0.04
C 2.09 1.43 -2.74 -0.18
C 3.43 0.85 -3.09 -0.06
C -2.14 -0.37 -1.35 -0.24
C -2.27 -0.77 -2.82 -0.13
C -3.72 -0.68 -3.34 -0.18
C -4.77 -1.32 -2.42 -0.20
C -4.56 -0.99 -0.94 -0.19
C -3.11 -1.21 -0.52 -0.17
C -0.43 -0.23 0.65 -0.15
C -1.02 1.09 1.07 -0.09
C -2.37 1.30 1.35 0.00
N -2.59 2.62 1.62 -0.10
C -3.89 3.23 1.86 -0.02
C -1.37 3.28 1.64 -0.17
C -1.15 4.60 1.98 -0.02
C 0.19 5.01 2.07 -0.10
C 1.23 4.10 1.82 -0.09
C 0.98 2.77 1.47 -0.01
C -0.34 2.34 1.34 -0.09
C 0.99 -0.52 1.08 -0.09
C 2.14 -0.05 0.46 -0.01
N 3.26 -0.45 1.17 -0.08
C 4.61 -0.04 0.88 -0.02
C 2.85 -1.13 2.30 -0.18
C 3.66 -1.56 3.34 -0.02
C 3.03 -2.07 4.48 -0.09
C 1.64 -2.19 4.50 -0.10
C 0.83 -1.76 3.43 -0.02
C 1.43 -1.19 2.31 -0.09
H 2.68 -4.84 -2.34 0.08
H 2.64 -3.19 -2.96 0.08
H 3.37 -3.54 -1.38 0.08
H 0.44 -4.15 -1.88 0.13
H 1.27 -3.86 -0.32 0.14
H 1.56 1.81 -3.62 0.13
H 2.17 2.23 -1.99 0.13
H 4.12 1.62 -3.45 0.08
H 3.89 0.39 -2.21 0.06
H 3.33 0.10 -3.88 0.09
H -2.43 0.69 -1.28 0.15
H -1.62 -0.14 -3.44 0.12
H -1.93 -1.81 -2.92 0.13
H -3.99 0.37 -3.52 0.12
H -3.77 -1.19 -4.31 0.11
H -5.76 -0.98 -2.73 0.11
H -4.75 -2.41 -2.54 0.11
H -4.85 0.06 -0.75 0.11
H -5.18 -1.64 -0.32 0.11
H -2.82 -2.25 -0.68 0.11
H -2.98 -1.02 0.54 0.09
H -1.02 -0.99 1.20 0.15
H -3.20 0.59 1.41 0.13
H -3.81 4.30 1.65 0.08
H -4.62 2.79 1.16 0.09
H -4.24 3.09 2.89 0.10
H -1.99 5.26 2.15 0.10
H 0.43 6.03 2.35 0.10
H 2.27 4.42 1.92 0.10
H 1.78 2.06 1.29 0.09
H 2.25 0.61 -0.39 0.12
H 5.30 -0.67 1.45 0.08
H 4.79 -0.19 -0.19 0.08
H 4.80 1.02 1.12 0.10
H 4.74 -1.48 3.25 0.10
H 3.63 -2.37 5.34 0.10
H 1.18 -2.62 5.39 0.10
H -0.26 -1.87 3.47 0.11
```

Gap between HOMO and LUMO   8.05 eV
Energy relative to the best compared isomer or geometry (same formula, charge and spin)   0.0 kJ/mol
Calculated total energy   -44971.437 eV
Total charge   0
SMILES string   CCOC(=O)C(C(=O)OCC)(C1CCCCC1)C(c1cn(C)c2ccccc12)c1cn(C)c2ccccc12

---

Which value of calculated total energy does entry 1 give? -138451.987 eV

---

Which of these has the highest total charge? C32H37ClN2Si2Yb

---

Which value of calculated total energy does entry 6 give? -44971.437 eV